# 1
163
Properties=species:S:1:pos:R:3 method="wB97M-V/def2-TZVPD" homo_ev=-13.51 lumo_ha=-0.2227 molar_mass_da=843.195 relative_energy_ev=0.000 gap_ev=7.453 charge=+3 energy_ev=-71468.5494
C -0.2351 0.3312 -1.2529
C 0.2694 -0.1405 0.0985
O 1.4028 -0.8779 0.1610
H 0.3407 1.2127 -1.5608
H -1.2000 0.8405 -1.1317
H -0.2056 -0.4543 -2.0037
H -0.6000 -0.7803 0.4672
H 0.2351 0.7250 0.8080
C 0.0224 0.5282 -5.9481
C 0.8383 0.2150 -4.6858
C 2.3259 0.2962 -4.9447
N 3.2162 0.4458 -3.7332
C 2.9440 1.7810 -3.0879
C 3.8724 2.0997 -1.9254
C 5.3354 1.9407 -2.2986
C 5.6702 0.6923 -3.1131
C 4.6335 0.4345 -4.1897
C 3.0142 -0.6610 -2.7410
H -1.0249 0.3399 -5.7196
H 0.3383 -0.0766 -6.7976
H 0.1122 1.5917 -6.1722
H 0.5608 -0.7721 -4.3045
H 0.5507 0.9608 -3.9402
H 2.6054 1.0783 -5.6505
H 2.6907 -0.6407 -5.3826
H 2.8861 2.4628 -3.9361
H 1.9555 1.7254 -2.6378
H 3.6252 3.0676 -1.4968
H 3.5797 1.3681 -1.1602
H 5.6094 2.8426 -2.8646
H 6.0202 2.0599 -1.4543
H 6.5934 0.8029 -3.6800
H 5.7789 -0.1116 -2.3800
H 4.6938 1.2411 -4.9294
H 4.8409 -0.4410 -4.8077
H 3.5853 -0.4476 -1.8523
H 3.3311 -1.5803 -3.2375
H 1.9562 -0.7560 -2.5274
C -6.9109 -2.4380 4.5089
C -6.4131 -1.2275 3.7315
C -6.6491 -1.3945 2.2455
N -6.0839 -0.3287 1.3507
C -4.5842 -0.3893 1.2914
C -3.9602 0.5056 0.2282
C -4.6611 0.3894 -1.1043
C -6.1812 0.4495 -1.0653
C -6.7007 -0.5380 -0.0525
C -6.5357 1.0222 1.8224
H -6.8960 -2.2870 5.5843
H -6.3485 -3.3449 4.2869
H -7.9474 -2.6199 4.2120
H -5.3360 -1.1030 3.8845
H -6.9277 -0.3300 4.0743
H -7.7143 -1.4842 2.0144
H -6.2541 -2.3327 1.8411
H -4.3193 -1.4414 1.1498
H -4.2248 -0.1620 2.2957
H -2.9026 0.2580 0.1471
H -4.1598 1.5357 0.5445
H -4.3778 -0.5278 -1.6415
H -4.2531 1.1335 -1.7934
H -6.5723 0.2277 -2.0569
H -6.4753 1.4824 -0.8715
H -6.3588 -1.5370 -0.3228
H -7.7651 -0.4313 0.1336
H -6.0153 1.2752 2.7417
H -7.6124 0.9729 1.9630
H -6.2994 1.7684 1.0767
C -3.6706 5.6899 4.6645
C -3.2827 4.8182 3.4800
C -1.8007 4.7418 3.2227
N -1.3369 3.9638 2.0395
C -1.9209 4.3940 0.7095
C -1.3915 5.7570 0.2673
C 0.1290 5.8500 0.2924
C 0.7235 5.3228 1.5916
C 0.1773 3.9579 1.9710
C -1.6913 2.4844 2.2004
H -3.7283 6.7535 4.4280
H -2.9261 5.6506 5.4653
H -4.6241 5.3930 5.0921
H -3.8696 5.1284 2.6114
H -3.7068 3.8183 3.6554
H -1.1338 4.5396 4.0626
H -1.4857 5.7729 3.0152
H -2.9947 4.4122 0.8795
H -1.7015 3.6049 -0.0102
H -1.8432 6.4639 0.9724
H -1.8197 5.9915 -0.7055
H 0.4090 6.8973 0.2159
H 0.5090 5.2270 -0.5194
H 0.6640 6.0053 2.4450
H 1.8083 5.2025 1.5082
H 0.5754 3.6010 2.9179
H 0.3863 3.2492 1.1660
H -2.7252 2.4646 2.5240
H -1.0528 2.1398 3.0140
H -1.4035 1.9581 1.2978
C 5.0416 2.1666 1.6762
C 4.7369 0.8604 2.4099
C 4.6309 -0.3398 1.4966
N 4.3399 -1.6647 2.1753
C 5.4576 -2.0640 3.0983
C 6.7395 -2.4201 2.3764
C 6.4565 -3.4883 1.3213
C 5.3404 -3.1323 0.3670
C 4.0905 -2.6854 1.0902
C 3.1105 -1.5670 3.0230
H 6.0542 2.1432 1.2682
H 5.0080 2.9566 2.4245
H 4.3459 2.3857 0.8693
H 3.7331 1.0021 2.8378
H 5.3407 0.7246 3.3075
H 5.5090 -0.4619 0.8642
H 3.7539 -0.2412 0.8429
H 5.5842 -1.2627 3.8211
H 5.1578 -2.9465 3.6695
H 7.2351 -1.5057 2.0318
H 7.4780 -2.8420 3.0588
H 7.3861 -3.7716 0.8332
H 6.1301 -4.3440 1.9285
H 5.7081 -2.3411 -0.2973
H 5.1071 -3.9541 -0.3109
H 3.3895 -2.1361 0.4543
H 3.5808 -3.5185 1.5753
H 3.3644 -0.9963 3.9104
H 2.7995 -2.5636 3.3250
H 2.3372 -1.1133 2.3930
C -3.7532 -3.3878 -2.5959
C -2.6582 -3.1636 -1.5561
C -2.0195 -4.5254 -1.2084
N -0.6663 -4.5301 -0.5587
C 0.2899 -3.9775 -1.5801
C 1.7502 -4.3033 -1.3816
C 2.0166 -5.7665 -1.0405
C 1.0952 -6.2207 0.0701
C -0.3832 -6.0092 -0.1925
C -0.6085 -3.7648 0.7081
H -3.3141 -3.6299 -3.5631
H -4.3416 -2.4817 -2.7273
H -4.4184 -4.2042 -2.3095
H -3.0159 -2.6293 -0.6754
H -1.8592 -2.5813 -2.0191
H -2.0246 -5.0804 -2.1445
H -2.6613 -5.0840 -0.5199
H -0.0053 -4.3313 -2.5703
H 0.1452 -2.8975 -1.5673
H 2.2632 -4.0464 -2.3087
H 2.0763 -3.5964 -0.6082
H 1.7887 -6.3218 -1.9596
H 3.0848 -5.8984 -0.8837
H 1.3377 -7.2201 0.4291
H 1.2913 -5.6091 0.9626
H -0.7662 -6.5760 -1.0368
H -0.9122 -6.1277 0.7453
H -1.2096 -4.2938 1.4454
H -1.0436 -2.7820 0.5463
H 0.4145 -3.6982 1.0547
B -0.1522 4.4560 -3.8933
F -0.2605 3.3499 -2.9892
F -1.3513 5.1828 -3.8399
F 0.9281 5.2741 -3.5694
F -0.0048 3.8952 -5.1852

# 2
11
Properties=species:S:1:pos:R:3 method="wB97M-V/def2-TZVPD" homo_ev=-9.56 lumo_ha=0.0401 molar_mass_da=83.090 relative_energy_ev=1.692 gap_ev=10.650 charge=0 energy_ev=-7764.8342
C -1.5107 -0.2572 -0.3963
N -1.2254 0.7584 0.3147
C 0.2102 0.9360 0.1851
C 0.8610 -0.2790 0.8003
C 0.6390 -0.2129 -0.6822
O -0.5403 -0.8318 -1.1515
H -2.4593 -0.7819 -0.4162
H 0.6089 1.9444 0.1937
H 0.0728 -0.7304 1.3989
H 1.8819 -0.3392 1.1633
H 1.4416 -0.1876 -1.4116

# 3
71
Properties=species:S:1:pos:R:3 method="wB97M-V/def2-TZVPD" homo_ev="-10.35 / -10.35" lumo_ha="-0.1593 / -0.1609" molar_mass_da=647.540 relative_energy_ev=1.564 gap_ev="6.013 / 5.970" multiplicity=2 charge=+1 energy_ev=-59514.5157
Ru -0.3766 0.3861 0.1532
C 2.4231 2.0599 -1.1141
C 2.5579 0.5877 -0.9050
C 3.6104 -0.2720 -1.2127
C 3.2469 -1.5195 -0.7245
C 3.9902 -2.8087 -0.8166
N 2.0451 -1.3945 -0.1492
N 1.6263 -0.1161 -0.2579
B 1.1821 -2.3519 0.6750
N 0.8795 -1.6410 2.0162
N 0.3256 -0.4077 1.9995
C 0.1248 -0.0060 3.2592
C -0.5114 1.3152 3.5417
C 0.5857 -1.0135 4.1105
C 1.0540 -2.0245 3.2922
C 1.6711 -3.3304 3.6666
N -0.1510 -2.4922 -0.0697
N -1.1126 -1.5594 0.1330
C -2.2072 -1.9356 -0.5653
C -3.4501 -1.1164 -0.5326
C -1.9342 -3.1350 -1.1956
C -0.6114 -3.4395 -0.8868
C 0.2223 -4.5638 -1.3922
H 3.0296 2.3872 -1.9561
H 2.7638 2.5932 -0.2247
H 1.3839 2.3262 -1.3002
H 4.5275 -0.0157 -1.7172
H 5.0371 -2.6117 -1.0359
H 3.5838 -3.4208 -1.6242
H 3.9257 -3.3836 0.1058
H 1.7027 -3.4098 0.8535
H -0.7045 1.8270 2.6015
H 0.1350 1.9504 4.1467
H -1.4586 1.1915 4.0669
H 0.5828 -1.0137 5.1881
H 1.6931 -3.4262 4.7493
H 2.6922 -3.3998 3.2902
H 1.1035 -4.1637 3.2519
H -3.2822 -0.1964 0.0289
H -4.2559 -1.6681 -0.0492
H -3.7569 -0.8667 -1.5476
H -2.5926 -3.6887 -1.8445
H -0.4139 -5.3727 -1.7424
H 0.9046 -4.9419 -0.6323
H 0.8146 -4.2048 -2.2376
N 0.1297 2.7149 -8.1017
C -0.0243 1.9730 -6.9642
C 1.0550 1.7858 -6.0869
C 0.8939 1.0547 -4.9318
C -0.3460 0.4923 -4.6416
C -1.4314 0.6773 -5.4919
C -1.2694 1.4071 -6.6487
S -0.5737 -0.3496 -3.1376
O 0.5437 -1.2072 -2.8625
O -1.8982 -0.9072 -3.1167
N -0.4568 0.8493 -1.9735
C -1.4947 1.7087 -1.7949
N -1.5387 2.1405 -0.5083
C -2.5008 3.0140 -0.1629
C -3.4081 3.4682 -1.0775
C -3.2853 2.9620 -2.3764
N -2.3538 2.0995 -2.7374
H 1.0407 3.0214 -8.3863
H -0.6066 2.7478 -8.7815
H 2.0174 2.2201 -6.3310
H 1.7220 0.8944 -4.2506
H -2.3813 0.2327 -5.2291
H -2.1042 1.5488 -7.3247
H -2.5127 3.3467 0.8674
H -4.1688 4.1841 -0.8075
H -3.9702 3.2740 -3.1587

# 4
14
Properties=species:S:1:pos:R:3 method="wB97M-V/def2-TZVPD" homo_ev="-8.38 / -6.29" lumo_ha="0.0137 / -0.0081" molar_mass_da=87.198 relative_energy_ev=4.602 gap_ev="8.751 / 6.073" charge=0 energy_ev=-12619.6609
C 2.8959 -1.1431 -0.7360
C 2.4232 0.0467 -0.5287
C -1.3660 -0.6666 1.0994
N -2.0377 1.9362 0.0375
Si -1.0981 0.5587 -0.2724
H 3.9055 -1.4398 -0.9380
H 2.3210 -2.0718 -0.6904
H 3.1299 0.9054 -0.7210
H -0.4930 -0.6135 1.8902
H -2.4299 -0.5246 1.5556
H -1.2929 -1.6308 0.7192
H -2.8068 1.9347 -0.6409
H -2.3399 2.4723 0.8126
H -0.8112 0.2362 -1.5870

# 5
82
Properties=species:S:1:pos:R:3 method="wB97M-V/def2-TZVPD" homo_ev="-12.31 / -12.33" lumo_ha="-0.3206 / -0.3235" molar_mass_da=671.169 relative_energy_ev=5.553 gap_ev="3.583 / 3.526" multiplicity=2 charge=+2 energy_ev=-178896.3747
N 5.2363 1.8951 4.6557
C 4.1879 2.5771 5.1144
C 3.0013 1.9498 5.4993
C 2.8521 0.5579 5.2950
C 3.9830 -0.1446 4.8078
C 5.1542 0.5719 4.5114
C 1.5648 -0.0806 5.4383
Cu -0.9192 -2.1346 0.0484
P -2.3343 0.4019 -4.0263
C 1.3520 -1.4272 5.2197
C 0.3071 -1.9171 4.3572
C 0.4292 -3.1809 3.7312
C -0.2120 -3.4169 2.5156
C -0.8442 -2.3272 1.9251
C -1.2740 -1.2214 2.6461
C -0.7157 -1.0332 3.9140
Br -1.6425 -2.4348 -2.1255
H 0.7390 0.5875 5.7014
H 2.0678 -2.1661 5.6028
H 2.1973 2.5494 5.9135
H 3.9497 -1.2163 4.6250
H 4.2875 3.6628 5.1894
H 6.0436 0.0571 4.1450
H 1.0860 -3.9328 4.1675
H -0.9832 -0.1768 4.5318
H -0.1725 -4.3961 2.0428
H -1.9831 -0.5120 2.2298
P 1.0995 -1.2412 -0.9281
C -3.7428 0.2708 -2.8266
C -5.2088 0.4478 -3.2317
H -3.5004 1.0019 -2.0437
H -3.5810 -0.7110 -2.3555
H -5.6938 1.0986 -2.4809
H -5.3400 0.9270 -4.2074
H -5.7641 -0.5013 -3.2266
C -2.6811 -0.7900 -5.4121
C -3.9333 -1.6628 -5.4578
H -1.7903 -1.4477 -5.3857
H -2.6051 -0.1845 -6.3316
H -3.6425 -2.7172 -5.5699
H -4.5421 -1.6008 -4.5519
H -4.5562 -1.3952 -6.3247
C -2.5322 2.0865 -4.7750
C -3.6742 2.3867 -5.7446
H -1.5734 2.2551 -5.2909
H -2.5481 2.7900 -3.9246
H -3.3381 3.1327 -6.4773
H -3.9951 1.4987 -6.2989
H -4.5358 2.8275 -5.2346
C 1.7188 0.2462 -1.8568
C 1.2166 0.4778 -3.2826
H 2.8172 0.1427 -1.8639
H 1.4644 1.1200 -1.2326
H 2.0313 0.9117 -3.8808
H 0.8782 -0.4354 -3.7836
H 0.3848 1.1950 -3.3010
C 1.8034 -2.5527 -2.0334
C 1.7187 -3.9503 -1.4323
H 2.8540 -2.2712 -2.2091
H 1.2631 -2.4952 -2.9852
H 2.2362 -4.6471 -2.0971
H 2.1881 -4.0108 -0.4434
H 0.6818 -4.2867 -1.3296
C 2.4377 -1.3232 0.3594
C 2.6199 -0.0950 1.2477
H 3.3752 -1.5051 -0.1852
H 2.2132 -2.2095 0.9638
H 3.4462 -0.2849 1.9478
H 2.8889 0.7971 0.6608
H 1.7272 0.1370 1.8438
S -1.0958 1.2603 -0.3194
C -0.6393 2.2013 0.9962
N 0.5926 2.8409 1.0066
C 1.1752 3.3107 2.1601
C 0.4040 3.4199 3.2996
C -0.9094 2.9283 3.2925
C -1.4116 2.3137 2.1554
H 1.1182 2.8496 0.1333
H 2.2323 3.5638 2.0913
H 0.8267 3.9019 4.1784
H -1.5326 3.0165 4.1769
H -2.4040 1.8690 2.1265

# 6
35
Properties=species:S:1:pos:R:3 method="wB97M-V/def2-TZVPD" homo_ev=-9.65 lumo_ha=-0.0704 molar_mass_da=265.074 relative_energy_ev=0.068 gap_ev=7.731 charge=0 energy_ev=-25108.2904
C 2.8739 -2.5612 -1.9504
C 1.9797 -1.3238 -1.9079
O 1.0055 -1.4562 -0.8790
B -0.1990 -0.7971 -1.1229
O -0.4002 0.4349 -0.5819
C -1.3282 -1.5449 -1.9195
C -2.5656 -0.7311 -2.3606
N -3.5957 -0.8454 -1.3322
C -3.4516 -2.2545 -0.9844
O -4.3614 -3.0352 -0.8226
C -1.9529 -2.5744 -0.9380
H 2.5841 -3.2353 -1.1529
H 3.9191 -2.3130 -1.8141
H 2.7595 -3.0981 -2.8854
H 1.5054 -1.1830 -2.8786
H 2.5921 -0.4470 -1.7097
H 0.4340 0.7572 -0.2147
H -0.8713 -1.9820 -2.8026
H -2.9856 -1.2740 -3.2107
H -2.4117 0.2726 -2.7329
H -3.3185 -0.3639 -0.4792
H -1.8019 -3.6036 -1.2380
H -1.6126 -2.4065 0.0777
O 0.1697 3.9476 5.3207
C 0.5190 3.4970 4.2535
C 1.5151 4.2038 3.4076
C 1.8985 3.7089 2.2345
C 1.3466 2.4320 1.7248
O 1.7026 1.9831 0.6522
C 0.3516 1.7232 2.5652
C -0.0314 2.2170 3.7390
H 1.9031 5.1344 3.8012
H 2.6218 4.2056 1.6007
H -0.0386 0.7937 2.1699
H -0.7550 1.7189 4.3712

# 7
14
Properties=species:S:1:pos:R:3 method="wB97M-V/def2-TZVPD" homo_ev="-12.88 / -12.88" lumo_ha="-0.2369 / -0.2139" molar_mass_da=228.004 relative_energy_ev=5.352 gap_ev="6.429 / 7.057" multiplicity=5 charge=+1 energy_ev=-107469.8944
Cr 3.1643 1.0333 1.2525
Br 1.9515 0.3480 2.4120
F -1.1591 2.4438 -0.1078
C -0.8596 1.1341 -0.2465
C 0.3004 0.7678 0.4053
C 0.6938 -0.5229 0.4655
C -0.0343 -1.4975 -0.2746
C -1.0931 -1.0673 -1.0757
C -1.5937 0.2195 -1.0249
H 0.8070 1.5231 0.9877
H 1.5729 -0.6916 1.0698
H 0.1511 -2.5538 -0.4025
H -1.5154 -1.7382 -1.8091
H -2.3858 0.6016 -1.6517

# 8
82
Properties=species:S:1:pos:R:3 method="wB97M-V/def2-TZVPD" homo_ev=-2.29 lumo_ha=0.0439 molar_mass_da=676.320 relative_energy_ev=0.000 gap_ev=3.487 charge=-1 energy_ev=-105978.9750
C 4.1870 0.9874 -0.4248
C 3.1680 0.7201 0.1701
C 1.8765 0.3383 0.7911
C 2.2763 -0.2105 2.1898
Cl 3.9658 -0.5755 2.4684
C 1.4577 -0.4235 3.2414
C -0.0274 -0.2755 3.2229
Cl 2.0329 -0.9677 4.7690
C 1.1662 1.7329 0.8064
C 1.7298 2.7116 1.8551
Cl 0.6156 3.1344 3.1980
C 2.1785 4.0421 1.2157
C 3.2220 4.7087 2.1205
C -0.3524 1.7662 0.6642
N -0.7775 3.1163 0.3073
C -0.6575 3.5907 -0.8229
S -0.3941 4.2142 -2.2233
N -0.9304 0.6662 -0.1450
N -2.1293 1.0283 -0.8475
C -3.2155 0.0023 -0.7442
C -4.2811 0.3300 -1.7909
C -4.4438 1.8226 -2.1133
C -5.2047 2.5328 -0.9758
C 0.0331 -0.1000 -1.0147
B 0.4562 0.7045 -2.3531
C -0.5205 0.7613 -3.5863
O 1.6774 1.3311 -2.4583
C 1.1608 -0.7454 -0.1668
C 2.1058 -1.4784 -1.1329
C 3.0720 -2.4857 -0.4760
C 4.4814 -2.3993 -1.0672
Cl 5.7310 -2.9181 0.0955
O 0.6942 -1.6921 0.7513
C -0.0930 -2.8067 0.3015
C -0.1470 -3.8413 1.4268
C -1.2832 -4.7459 0.9923
O 1.1137 -4.5626 1.4494
H 5.1484 1.3672 -0.6906
H -0.4771 -0.4274 2.2511
H -0.3736 0.6647 3.6490
H -0.4499 -1.0470 3.8672
H 1.5131 2.1653 -0.1347
H 2.6284 2.3104 2.3161
H 1.3289 4.7041 1.0664
H 2.6915 3.8290 0.2776
H 3.5014 5.6996 1.7669
H 4.1283 4.0991 2.0956
H 2.8944 4.7567 3.1567
H -0.7709 1.6341 1.6587
H -1.2124 -0.0634 0.5319
H -2.5315 1.8578 -0.4221
H -3.6508 0.0902 0.2561
H -2.8882 -1.0461 -0.9094
H -4.0637 -0.2470 -2.6901
H -5.2235 -0.0421 -1.3983
H -5.0667 1.9136 -3.0040
H -3.4944 2.3245 -2.3033
H -5.0928 3.6151 -1.0265
H -6.2580 2.2684 -1.0499
H -4.8706 2.1554 -0.0064
H -0.5801 -0.9085 -1.4251
H 0.0822 0.8028 -4.4982
H -1.1660 -0.1165 -3.6073
H -1.1341 1.6618 -3.5605
H 2.1343 1.0534 -3.2621
H 2.6779 -0.8413 -1.8003
H 1.4552 -2.0647 -1.7897
H 2.7158 -3.4893 -0.6981
H 3.0896 -2.4292 0.6067
H 4.5592 -3.1095 -1.8885
H 4.7124 -1.4216 -1.4803
H -1.1394 -2.4976 0.1354
H 0.2760 -3.3321 -0.5809
H -0.2905 -3.3687 2.3951
H -1.0734 -5.8077 1.1261
H -2.2028 -4.4448 1.4837
H -1.4257 -4.6021 -0.0777
H 1.1980 -4.9628 0.5763
C -3.8430 -3.2021 -0.1490
O -4.1111 -4.2757 0.4765
O -2.5836 -2.9746 -0.5845
O -4.7058 -2.2656 -0.3494

# 9
10
Properties=species:S:1:pos:R:3 method="wB97M-V/def2-TZVPD" homo_ev=-9.82 lumo_ha=-0.0176 molar_mass_da=128.158 relative_energy_ev=0.770 gap_ev=9.335 charge=0 energy_ev=-34125.4968
C -0.3533 1.5159 0.4842
P -1.2609 -0.0765 0.2817
O -1.6510 -0.3922 -1.0886
S -1.5322 -1.1958 1.8333
H -1.0685 2.3374 0.4428
H 0.1572 1.5192 1.4432
H 0.3467 1.6238 -0.3430
S 2.0946 -2.1868 -1.3504
H 2.4226 -1.4127 -0.3218
H 0.8447 -1.7323 -1.3814

# 10
10
Properties=species:S:1:pos:R:3 method="wB97M-V/def2-TZVPD" homo_ev=-8.75 lumo_ha=0.0199 molar_mass_da=120.058 relative_energy_ev=0.659 gap_ev=9.293 charge=0 energy_ev=-13604.1167
O 0.8091 -0.2297 2.3027
C 0.3924 -0.1664 1.1718
N 0.8029 0.8151 0.2560
N 0.0638 0.7942 -0.9145
C -0.6669 -0.3468 -0.9025
F -1.3677 -0.7118 -1.9570
C -0.5336 -0.9742 0.4166
F -1.1921 -2.0544 0.8256
H 1.2224 1.6823 0.5551
H 0.4699 1.1918 -1.7537